Record 1
Density functional theory data (wB97M-V/def2-TZVPD) for a molecular structure, C46H82GeIrP2Si4 at a distorted geometry.

Computed properties:
LUMO level (spin up / spin down) (eV): -7.367 / -7.137
DFT total energy (Eh): -5823.4494
Expectation value of S²: 1.192
2S+1: 2
Net charge: +2

CARTESIAN COORDINATES (ANGSTROEM)
Ir: 0.41830 -0.29050 -0.35085
Ge: 2.77531 -1.41731 -1.09038
P: 1.84200 1.61912 -0.19754
P: -1.07885 -2.15030 0.34862
Si: 0.36228 0.24264 1.99766
Si: 5.25505 -0.69907 -2.02681
Si: 2.41920 -2.85113 -3.46959
Si: 4.05993 -2.73067 1.00783
C: -0.25834 -1.33341 2.86469
C: 4.01649 1.34078 3.81688
C: 0.51718 5.51719 0.68202
C: -4.96347 -1.25954 1.69761
C: -0.35257 0.48896 -2.35965
C: 4.45429 -4.52485 0.47538
C: -3.12402 -0.23325 0.34387
C: -0.78142 2.41599 -4.58780
C: 5.86300 0.58395 -0.74356
C: 6.25074 -2.33344 -2.00754
C: -4.60737 -2.63639 1.14925
C: 0.56957 -4.37781 -0.12222
C: -0.87225 -3.90357 -0.33455
C: -1.85279 -5.03440 0.06732
C: -1.23707 2.75231 -3.16750
C: -1.17031 -6.17404 0.82251
C: 2.74827 -2.69995 2.39428
C: -0.10457 -6.82430 -0.05517
C: 1.04127 4.10538 0.95463
C: -1.52162 -3.37724 2.88795
C: 2.70323 1.60875 1.39868
C: 0.33219 1.35561 -4.61079
C: 0.80501 1.00338 -3.19171
C: 2.79285 0.72044 3.62460
C: 5.21688 0.06620 -3.77908
C: -0.11386 -1.43686 4.23881
C: 2.35986 4.17016 -1.22086
C: -1.48361 1.51737 -2.28835
C: 1.42314 6.29150 -0.29421
C: 0.50934 -2.90305 -3.37109
C: -1.33266 -3.49014 4.25304
C: 1.31103 3.40691 -0.37507
C: -3.72115 -0.37695 1.73836
C: -3.99486 -2.50285 -0.24046
C: -0.98312 -2.30948 2.17621
C: 0.77818 -5.76279 -0.73348
C: 4.56316 2.13350 2.81939
C: 2.13024 0.83523 2.41293
C: -0.82566 1.58023 2.73828
C: 3.90222 2.28110 1.61311
C: 2.70436 5.52016 -0.59699
C: 2.88796 -2.02687 -5.12320
C: 5.58272 -1.82233 1.72215
C: -2.76748 -1.58893 -0.27143
C: 3.19136 -4.58985 -3.33976
C: -0.62546 -2.51622 4.93468
H: 2.69269 -1.71023 2.83358
H: 6.81198 0.27842 -0.31316
H: 1.67035 7.26824 0.12175
H: 2.36675 0.12995 4.42151
H: -0.27361 2.29370 3.34670
H: 0.06005 -2.33823 -4.17872
H: 0.41072 -0.66565 4.77891
H: -0.43342 3.33987 -5.05524
H: -5.71496 -0.79663 1.05586
H: 2.59300 -5.27998 -3.92781
H: 1.82507 -6.05413 -0.64179
H: 4.31240 2.92704 0.84993
H: -0.48948 -2.59276 6.00109
H: 0.89410 6.46215 -1.23412
H: 2.76470 -0.94952 -5.12556
H: 1.95569 4.33839 -2.22139
H: 6.02031 1.55625 -1.20282
H: -1.74807 -4.33576 4.77883
H: 1.27361 -3.66743 -0.58166
H: 5.39519 -0.67811 -4.54859
H: -1.63130 2.06835 -5.17456
H: 0.13650 -3.91964 -3.43799
H: 5.33081 -0.81841 2.05075
H: -1.64591 1.88275 -1.26685
H: -5.38916 -1.35105 2.69665
H: -2.27011 -5.46172 -0.84769
H: 0.49926 -7.49107 0.55849
H: 1.23140 1.90301 -2.74119
H: 3.64513 -4.97270 -0.09053
H: -1.01687 -3.73424 -1.40664
H: 4.28002 0.56703 -4.00064
H: -3.91162 -3.12291 1.83391
H: -2.09755 -4.13617 2.39360
H: -1.92558 -6.91372 1.09467
H: -2.42021 1.04136 -2.59254
H: -2.69639 -4.66746 0.64587
H: 5.35925 -4.60098 -0.11704
H: 0.44508 6.04675 1.63188
H: 3.28291 5.38330 0.31777
H: 1.18246 1.71895 -5.19055
H: 0.79136 -4.43049 0.94336
H: 2.24155 -2.42161 -5.90477
H: 5.15632 0.71124 0.07143
H: 6.63517 -2.56015 -1.01958
H: 7.10755 -2.24359 -2.66943
H: -2.52336 -1.42311 -1.33365
H: 3.23655 -4.97489 -2.32821
H: -5.50281 -3.25613 1.08533
H: 6.42597 -1.75160 1.04603
H: -0.72140 -5.80994 1.74809
H: 0.29972 3.54722 1.52575
H: -3.85430 0.26227 -0.30062
H: 1.95192 4.15246 1.55141
H: 5.50323 2.63694 2.98285
H: -1.38990 2.13503 1.99336
H: 0.35962 3.37157 -0.91478
H: -2.23367 0.40381 0.38619
H: 3.02424 -3.39385 3.18386
H: -1.54596 1.08421 3.38349
H: 1.75276 -2.96334 2.05944
H: -4.74567 -2.04244 -0.89021
H: -2.15640 3.33754 -3.21629
H: 0.55159 -5.71726 -1.79898
H: -0.49341 5.45575 0.27248
H: 3.27490 3.57824 -1.33796
H: -2.98338 -0.81786 2.41187
H: 3.90855 -2.24873 -5.41422
H: -0.58508 -7.43524 -0.81942
H: 3.31966 6.08289 -1.29920
H: 4.54215 1.21553 4.74970
H: 5.66139 -3.18255 -2.33904
H: -3.97989 0.60994 2.12292
H: 0.16742 -2.46971 -2.43615
H: 5.92313 -2.37130 2.59789
H: 4.59464 -5.13007 1.36713
H: -0.02966 0.44807 -5.09645
H: 6.00674 0.80791 -3.86775
H: -0.73650 -0.43145 -2.82120
H: -3.76780 -3.47740 -0.66971
H: 1.60209 0.24810 -3.24615
H: -0.48450 3.38987 -2.70306
H: 4.19520 -4.61063 -3.74902

***

Record 2
Density functional theory data (wB97M-V/def2-TZVPD) for a molecular structure, CH2FLiOV at a distorted geometry.

Computed properties:
LUMO level (spin up / spin down) (eV): -4.896 / -5.174
DFT total energy (Eh): -1165.6619
Expectation value of S²: 6.011
2S+1: 5
Net charge: +1

CARTESIAN COORDINATES (ANGSTROEM)
V: 0.91958 0.59928 -1.44565
F: 0.28694 -0.09533 -2.91570
O: 0.45462 0.35561 0.27522
C: -0.57088 -0.47681 0.70719
Li: 0.70379 1.37694 1.77551
H: -1.51047 -0.53378 0.15094
H: -0.28358 -1.22590 1.45250